Entry 1:
Entry from the OMol25 dataset: a 6-piece molecular cluster, C50H73F5N2O22P overall in a non-equilibrium geometry (the ωB97M-V functional and the def2-TZVPD basis).

Structure (XYZ):
```
153
C50H73F5N2O22P, DFT the ωB97M-V functional and the def2-TZVPD basis
C 7.8808 -5.9436 -3.2472
C 6.6587 -5.7805 -4.2446
C 6.6948 -7.0749 -5.2005
C 5.2210 -5.8055 -3.5003
C 4.6429 -4.3873 -3.1987
C 4.7707 -3.9659 -1.7631
C 5.4024 -4.8190 -0.6265
C 6.9475 -4.4362 -0.5690
O 7.3850 -3.5909 -1.3141
O 7.8226 -5.0530 0.3249
C 4.2765 -2.6385 -1.3571
C 4.3863 -2.1087 0.1319
O 5.4663 -1.7469 0.5079
O 3.2644 -2.0355 0.9437
C 3.0164 -3.3157 1.6175
C 2.0974 -4.2790 0.7461
N 2.5025 -5.7110 0.8421
C 3.6145 -1.7990 -2.4256
C 3.1383 -0.4234 -1.8753
C 4.3497 0.5683 -1.4990
C 4.8401 1.4453 -2.6874
C 4.3079 2.7553 -3.0808
C 4.9360 3.4600 -4.2331
C 6.0688 2.9256 -5.0014
C 6.5860 1.5935 -4.6281
C 5.9709 0.8930 -3.4981
C 3.4732 -2.2925 -3.8141
C 2.7025 -1.2959 -4.7135
F 3.2348 0.0015 -4.7218
F 2.5362 -1.5434 -6.0735
C 1.1977 -1.2890 -4.1881
C 0.3612 -0.1401 -4.5772
C -1.0709 -0.0214 -4.1912
C -1.6172 -1.1136 -3.3724
C -0.7895 -2.2757 -2.9447
C -1.4939 -3.3294 -2.0491
F -2.8700 -3.1807 -2.0458
F -1.1024 -3.0522 -0.7236
F -1.1111 -4.6272 -2.2783
C 0.6187 -2.3664 -3.3781
N 4.0211 -3.5660 -4.1633
P 3.8947 -4.0713 -5.8370
O 4.5244 -5.3444 -6.2587
O 2.3083 -4.1999 -6.3476
O 4.7363 -2.9064 -6.7044
H 8.6280 -6.6467 -3.7142
H 8.4099 -4.9506 -3.1355
H 7.5694 -6.3874 -2.2650
H 6.7257 -4.8320 -4.8510
H 7.2415 -7.9251 -4.7189
H 7.3250 -6.7581 -6.0897
H 5.6901 -7.3359 -5.6178
H 5.3772 -6.4624 -2.6090
H 4.4480 -6.3613 -4.1149
H 5.0213 -4.5558 0.4077
H 5.2329 -5.9252 -0.6995
H 8.1307 -4.3234 0.9069
H 2.4192 -3.0389 2.5353
H 3.9602 -3.8087 1.9752
H 1.0477 -4.2184 1.1576
H 2.0193 -3.9257 -0.3274
H 2.5249 -6.1294 -0.0923
H 1.7796 -6.2509 1.3331
H 2.5853 -0.5936 -0.8986
H 2.4450 0.1649 -2.5191
H 3.9366 1.2570 -0.7011
H 5.2440 0.0271 -1.0873
H 3.4572 3.2074 -2.5195
H 4.5521 4.4680 -4.5512
H 6.5697 3.4540 -5.8477
H 7.4433 1.0756 -5.1398
H 6.3808 -0.1186 -3.2177
H 0.8218 0.6571 -5.2093
H -1.6478 0.8742 -4.5224
H -2.7013 -1.0341 -3.0834
H 1.2017 -3.2656 -3.0683
H 2.1496 -5.1468 -6.5483
H 4.1234 -2.7220 -7.4549
C -3.6864 -1.3671 0.1038
C -4.3497 -1.1047 1.4415
O -4.9831 0.1808 1.4671
C -6.1441 0.2638 0.8049
O -6.6898 -0.6313 0.2113
O -6.5830 1.5259 0.8949
C -7.7705 1.7801 0.1435
H -2.9962 -0.5569 -0.1470
H -3.1387 -2.3062 0.1254
H -4.4223 -1.4185 -0.7005
H -3.5906 -1.0903 2.2250
H -5.0646 -1.8894 1.6984
H -8.5632 1.0787 0.4040
H -7.5520 1.7328 -0.9245
H -8.1088 2.7867 0.3840
C 5.0652 4.4873 2.2297
C 5.7419 4.6489 0.8826
O 5.0008 5.5322 0.0281
C 5.1124 6.8365 0.3092
O 5.7716 7.3196 1.1930
O 4.3378 7.5135 -0.5504
C 4.2844 8.9177 -0.2965
H 4.0273 4.1699 2.1022
H 5.5914 3.7494 2.8379
H 5.0441 5.4299 2.7785
H 5.7729 3.6829 0.3752
H 6.7731 4.9927 0.9870
H 5.2837 9.3518 -0.2553
H 3.7452 9.1079 0.6327
H 3.7387 9.3820 -1.1166
C -9.0472 2.1163 3.2093
C -9.7008 2.3688 4.5536
O -10.3360 3.6534 4.5913
C -11.5008 3.7393 3.9391
O -12.0503 2.8457 3.3419
O -11.9408 4.9996 4.0381
C -13.1332 5.2558 3.2952
H -8.3608 2.9280 2.9579
H -8.4958 1.1744 3.2200
H -9.7893 2.0689 2.4107
H -8.9360 2.3799 5.3313
H -10.4129 1.5816 4.8112
H -13.9232 4.5517 3.5571
H -12.9217 5.2143 2.2255
H -13.4689 6.2613 3.5445
C -14.8176 2.3163 5.5253
C -15.6641 1.1351 5.9564
O -16.6734 1.5302 6.8956
C -17.7252 2.1722 6.3749
O -17.8956 2.4330 5.2108
O -18.5495 2.5003 7.3795
C -19.6715 3.2830 6.9735
H -14.3993 2.8261 6.3968
H -14.0015 1.9909 4.8778
H -15.4115 3.0531 4.9818
H -15.0340 0.4066 6.4686
H -16.1148 0.6275 5.1008
H -20.2226 2.7986 6.1669
H -19.3414 4.2775 6.6690
H -20.3329 3.3842 7.8327
C 7.6298 -0.2061 2.3848
C 8.7600 0.4813 1.6440
O 8.7819 1.8874 1.9184
C 9.2726 2.2345 3.1158
O 9.6938 1.4823 3.9566
O 9.1886 3.5664 3.2265
C 9.5873 4.0674 4.5033
H 6.6760 0.2775 2.1624
H 7.5686 -1.2584 2.1034
H 7.7706 -0.1491 3.4653
H 8.6033 0.3789 0.5689
H 9.7279 0.0301 1.8738
H 10.5863 3.7223 4.7707
H 8.8627 3.7700 5.2629
H 9.6012 5.1545 4.4427
```

**Charge**: +1
**Kohn-Sham gap**: 6.0 eV
**LUMO level**: -5.020 eV


Entry 2:
Entry from the OMol25 dataset: C31H29N3NiO4S5Si as an isolated structure (the ωB97M-V functional and the def2-TZVPD basis).

Structure (XYZ):
```
74
C31H29N3NiO4S5Si, DFT the ωB97M-V functional and the def2-TZVPD basis
Ni 0.1842 -2.2311 0.8203
N 1.9565 -3.1448 0.0422
C 3.0222 -2.7354 0.1874
C 4.3274 -2.1474 0.3331
C 5.2276 -2.1465 -0.7255
C 6.4605 -1.5393 -0.5510
C 6.7715 -0.9405 0.6628
C 5.8567 -0.9337 1.7077
C 4.6199 -1.5388 1.5508
H 4.9543 -2.6037 -1.6650
H 7.1692 -1.5212 -1.3683
H 7.7333 -0.4591 0.7900
H 6.0962 -0.4450 2.6421
H 3.8623 -1.5183 2.3241
O -0.9956 -1.3306 2.3703
S 0.1527 -1.7544 3.2498
O 1.3732 -1.2559 2.5249
O 0.0479 -1.3050 4.6177
S 0.2421 -3.7460 2.9349
C -2.3391 0.8917 -0.3633
C -1.4677 1.0952 -1.6116
C -1.7340 2.4964 -2.1530
C -1.8529 0.0594 -2.6704
Si 0.3077 0.6978 -1.0641
O 0.4347 -0.7302 -0.3941
C 0.9236 2.0993 0.0570
C 1.1268 3.4146 -0.3713
C 1.6105 4.3943 0.4840
C 1.9057 4.0736 1.8024
C 1.7169 2.7748 2.2478
C 1.2334 1.7981 1.3842
C 1.4623 0.7242 -2.5936
C 2.3313 -0.3608 -2.7388
C 3.2366 -0.4399 -3.7883
C 3.2981 0.5722 -4.7343
C 2.4432 1.6580 -4.6185
C 1.5433 1.7260 -3.5636
H -3.4014 0.9014 -0.6426
H -2.1791 1.6891 0.3668
H -2.1225 -0.0516 0.1383
H -2.8054 2.6047 -2.3660
H -1.2049 2.6994 -3.0865
H -1.4649 3.2685 -1.4311
H -2.9180 0.1449 -2.9166
H -1.6695 -0.9538 -2.3134
H -1.2796 0.1942 -3.5915
H 0.9120 3.6890 -1.3982
H 1.7578 5.4067 0.1237
H 2.2834 4.8346 2.4768
H 1.9401 2.5078 3.2742
H 1.0999 0.7873 1.7447
H 2.2592 -1.1582 -2.0100
H 3.8950 -1.2968 -3.8769
H 4.0003 0.5126 -5.5581
H 2.4754 2.4553 -5.3529
H 0.8928 2.5895 -3.5035
S -6.5566 -1.3272 -1.2052
C -5.0975 -1.9523 -0.6248
S -3.9807 -2.7543 -1.6716
C -2.8384 -2.9407 -0.3771
N -3.2863 -2.4872 0.7511
N -4.5422 -1.9262 0.6006
C -5.0136 -1.3258 1.8125
C -6.3655 -1.1730 2.0889
C -6.7480 -0.5948 3.2924
C -5.8000 -0.1825 4.2138
C -4.4516 -0.3644 3.9330
C -4.0475 -0.9370 2.7400
S -1.2821 -3.6279 -0.6013
H -7.1017 -1.4942 1.3750
H -7.8035 -0.4732 3.5037
H -6.1069 0.2695 5.1492
H -3.6937 -0.0695 4.6469
H -2.9974 -1.1119 2.5368
```

**Charge**: -2
**Kohn-Sham gap (alpha / beta)**: 6.3 / 6.3 eV
**LUMO level (alpha / beta)**: 4.009 / 4.009 eV
**Energy relative to the best compared isomer or geometry (same formula, charge and spin)**: 0.0 kcal per mole
**2S+1**: 3
**Expectation value of S²**: 2.006


Entry 3:
Entry from the OMol25 dataset: C17H25AlBrFNa3O16P2S as an isolated structure in a non-equilibrium geometry (the ωB97M-V functional and the def2-TZVPD basis).

Structure (XYZ):
```
67
C17H25AlBrFNa3O16P2S, DFT the ωB97M-V functional and the def2-TZVPD basis
O 0.8333 1.0167 -1.8973
C 0.1406 2.1619 -1.3288
C -0.2973 3.0867 -2.4495
O -1.0088 4.2075 -1.9826
C -2.4083 4.0842 -2.1684
O -2.9076 3.2294 -1.1889
C -3.8552 2.3026 -1.7141
P -3.0365 0.8144 -2.4828
H 0.4707 0.8857 -2.8047
H 0.7977 2.6796 -0.5875
H -0.7240 1.7591 -0.7888
H -0.9068 2.5361 -3.1796
H 0.6757 3.4804 -2.9247
H -2.7999 5.0919 -1.9848
H -2.6720 3.7912 -3.1893
H -4.5532 2.7351 -2.4406
H -4.4693 1.9771 -0.8686
H -2.6402 -0.1150 -1.4944
H -3.9011 0.2490 -3.4436
C 5.6341 -1.0558 -2.2113
C 4.4828 -0.8202 -1.2255
C 3.1958 -1.3039 -1.9019
S 3.6859 -2.6014 -3.0634
O 3.4182 -2.1214 -4.4108
O 3.2372 -3.8636 -2.6104
C 5.4434 -2.4731 -2.7565
H 6.6074 -0.9387 -1.7317
H 5.5699 -0.3309 -3.0301
H 4.6576 -1.3987 -0.3163
H 4.4078 0.2328 -0.9344
H 2.4922 -1.7113 -1.1816
H 2.7208 -0.5116 -2.4758
H 5.9923 -2.6540 -3.6760
H 5.6999 -3.2271 -2.0130
C -1.4383 -3.3537 1.2525
C -0.3984 -4.0517 1.8316
C 0.5314 -4.7344 0.8080
O 1.5361 -5.3357 1.1287
C 0.1775 -4.6537 -0.6136
C -0.8706 -3.9638 -1.1770
C -1.7396 -3.2026 -0.1597
O -2.6771 -2.4712 -0.4771
O -1.1772 -3.8936 -2.4238
O -0.1420 -4.1841 3.0555
H -2.1382 -2.8311 1.8957
H 0.8542 -5.2126 -1.2591
Na 1.0598 4.2635 0.5205
Na -1.4214 -5.7884 -3.3421
C -0.9601 5.3446 6.1694
C -1.6968 4.1854 5.5512
O -1.3800 4.3335 4.1608
C -0.2331 5.0218 4.0759
O 0.3829 5.1608 3.0661
O 0.1371 5.5297 5.2630
H -0.6049 5.1299 7.1734
H -1.5560 6.2589 6.1924
H -1.3293 3.2183 5.8960
H -2.7696 4.2318 5.7152
Al 2.0993 2.5688 -3.3236
O -5.3209 -1.2569 4.4727
P -4.0634 -2.0899 4.7003
O -4.2789 -2.9804 5.9192
O -2.8621 -1.1880 4.9584
O -3.7971 -2.9264 3.4512
Na -2.0743 -5.9136 2.1221
Br -0.2629 -0.7607 -1.0740
F 4.4305 -5.6492 -3.0726
```

**Charge**: -1
**Kohn-Sham gap**: 1.7 eV
**LUMO level**: -0.972 eV


Entry 4:
Entry from the OMol25 dataset: a 2-piece molecular cluster, C3HOS overall in a non-equilibrium geometry (the ωB97M-V functional and the def2-TZVPD basis).

Structure (XYZ):
```
6
C3HOS, DFT the ωB97M-V functional and the def2-TZVPD basis
C 0.2495 0.2996 0.5919
C -0.4741 -0.3265 -0.2178
C -1.6706 -0.5281 -0.8263
O -2.3492 -1.2272 -1.5209
S 3.1357 1.7420 0.9115
H 1.1087 0.0403 1.0617
```

**Charge**: -1
**Kohn-Sham gap (alpha / beta)**: 5.7 / 5.6 eV
**LUMO level (alpha / beta)**: 2.595 / 2.896 eV
**Energy relative to the best compared isomer or geometry (same formula, charge and spin)**: 87.4 kcal per mole


Entry 5:
Entry from the OMol25 dataset: C40H36AsN3STa as an isolated structure in a non-equilibrium geometry (the ωB97M-V functional and the def2-TZVPD basis).

Structure (XYZ):
```
82
C40H36AsN3STa, DFT the ωB97M-V functional and the def2-TZVPD basis
Ta 0.6276 0.2194 -0.6737
S 2.9137 0.6987 -0.1771
C 3.4932 2.3303 0.1372
C 4.8580 2.5391 0.3277
C 5.3308 3.8256 0.5204
C 4.4523 4.8981 0.5536
C 3.0890 4.6899 0.3886
C 2.6010 3.4075 0.1697
As 0.6803 3.1321 -0.0430
C 0.0095 3.2404 1.7805
C 0.8536 2.9593 2.8541
C 0.3850 3.1047 4.1481
C -0.9372 3.4607 4.3732
C -1.7931 3.7011 3.3059
C -1.3239 3.5897 2.0100
C 0.1908 4.8463 -0.9124
C 0.6030 5.0349 -2.2304
C 0.4676 6.2794 -2.8229
C -0.0988 7.3267 -2.1106
C -0.4950 7.1395 -0.7958
C -0.3710 5.8993 -0.1882
H 5.5394 1.7006 0.3171
H 6.3901 3.9887 0.6431
H 4.8277 5.8993 0.6971
H 2.4031 5.5316 0.4189
H 1.8807 2.6510 2.6826
H 1.0517 2.9412 4.9809
H -1.3089 3.5354 5.3830
H -2.8229 3.9677 3.4852
H -1.9803 3.7858 1.1671
H 1.0374 4.2117 -2.7902
H 0.8002 6.4307 -3.8375
H -0.2388 8.2873 -2.5837
H -0.8974 7.9660 -0.2289
H -0.6702 5.7745 0.8464
C -0.4258 -6.3621 -2.3145
C -1.2964 -6.2092 -1.1144
C -2.1012 -7.2554 -0.6759
C -2.9349 -7.1122 0.4174
C -2.9831 -5.8987 1.0997
C -2.1988 -4.8379 0.6866
C -1.3461 -4.9894 -0.4077
N -0.4425 -3.9626 -0.7690
C -0.6303 -2.6323 -0.7610
N -1.8899 -2.1791 -0.7512
C -2.4237 -0.8868 -0.7346
C -1.6499 0.2830 -0.6682
C -2.3274 1.5002 -0.6596
C -3.7083 1.5803 -0.7017
C -4.4518 0.4146 -0.7667
C -3.8349 -0.8260 -0.7974
C -4.6667 -2.0677 -0.9063
N 0.4159 -1.7886 -0.7957
C 1.7167 -2.3792 -0.6639
C 2.5698 -2.3839 -1.7708
C 3.8213 -2.9646 -1.6623
C 4.2216 -3.5202 -0.4543
C 3.3866 -3.4781 0.6508
C 2.1251 -2.8994 0.5755
C 1.2243 -2.8391 1.7751
H -0.6122 -7.3165 -2.7980
H 0.6299 -6.3333 -2.0382
H -0.6096 -5.5697 -3.0399
H -2.0699 -8.1973 -1.2007
H -3.5424 -7.9395 0.7467
H -3.6095 -5.7928 1.9701
H -2.2033 -3.9156 1.2510
H 0.4921 -4.2821 -1.0093
H -2.6033 -2.9047 -0.8025
H -1.7607 2.4332 -0.6502
H -4.1993 2.5405 -0.6968
H -5.5290 0.4701 -0.7976
H -5.7216 -1.8077 -0.9150
H -4.5110 -2.7430 -0.0649
H -4.4635 -2.6003 -1.8361
H 2.2285 -1.9648 -2.7145
H 4.4766 -2.9933 -2.5170
H 5.1920 -3.9816 -0.3703
H 3.7146 -3.9028 1.5873
H 1.8126 -2.8897 2.6872
H 0.5434 -3.6918 1.7864
H 0.6265 -1.9156 1.7983
```

**Charge**: +3
**Kohn-Sham gap**: 4.4 eV
**LUMO level**: -11.587 eV


Entry 6:
Entry from the OMol25 dataset: C30H36Cl2NOSb2Y as an isolated structure (the ωB97M-V functional and the def2-TZVPD basis).

Structure (XYZ):
```
73
C30H36Cl2NOSb2Y, DFT the ωB97M-V functional and the def2-TZVPD basis
Y 0.2754 0.7700 1.0395
C 1.9181 4.2975 0.3401
C 1.9595 3.1216 1.2730
C 1.1353 3.0560 2.4034
C 1.2382 2.0054 3.3297
C 0.3971 1.9949 4.5737
C 2.1617 0.9836 3.0723
C 3.0010 1.0155 1.9475
C 4.0673 -0.0208 1.7474
C 2.8607 2.0723 1.0425
H 1.1637 5.0225 0.6387
H 1.7286 3.9880 -0.6902
H 2.8855 4.8016 0.3439
H 0.4380 3.8628 2.5985
H 0.9049 2.5663 5.3536
H 0.2450 0.9847 4.9498
H -0.5739 2.4603 4.4081
H 2.2664 0.1753 3.7880
H 5.0329 0.3966 2.0405
H 4.1490 -0.3186 0.7015
H 3.8888 -0.9014 2.3603
H 3.5144 2.1185 0.1779
C 0.0530 1.9716 -3.4808
Sb 0.1579 0.3720 -2.0879
C -1.7329 -0.5433 -2.3936
C 1.4774 -0.9737 -3.1283
C 0.9634 -2.3821 -3.1617
C 0.1116 -2.7481 -4.2049
C -0.4086 -4.0258 -4.3026
C -0.0699 -4.9749 -3.3486
C 0.7835 -4.6287 -2.3165
C 1.3085 -3.3405 -2.1993
C 2.2208 -3.0530 -1.0434
Sb 1.1677 -2.3233 0.6900
C -0.5710 -3.5304 0.6267
C 2.2639 -3.3343 2.2102
H -0.2174 1.5572 -4.4508
H 1.0139 2.4758 -3.5606
H -0.7083 2.6869 -3.1744
H -1.9321 -0.6164 -3.4610
H -2.5034 0.0593 -1.9139
H -1.7313 -1.5429 -1.9630
H 2.4648 -0.8881 -2.6783
H 1.5448 -0.5670 -4.1377
H -0.1308 -2.0181 -4.9697
H -1.0585 -4.2853 -5.1271
H -0.4532 -5.9836 -3.4192
H 1.0676 -5.3802 -1.5887
H 3.0153 -2.3481 -1.2854
H 2.7009 -3.9741 -0.7114
H -0.2832 -4.5707 0.7677
H -1.0568 -3.4199 -0.3412
H -1.2534 -3.2146 1.4128
H 2.0824 -4.4019 2.0964
H 1.9324 -3.0237 3.1992
H 3.3304 -3.1466 2.1042
Cl -3.7497 -1.8897 2.5450
C -3.8286 -0.3246 1.8416
C -5.0925 0.2783 1.6582
C -5.1937 1.5186 1.1035
Cl -6.7434 2.2380 0.8847
C -4.0277 2.2259 0.6956
C -4.0388 3.5018 0.1060
C -2.8570 4.0960 -0.2636
C -1.6612 3.4128 -0.0409
N -1.5996 2.2132 0.5182
C -2.7740 1.6065 0.8908
C -2.6708 0.3152 1.4775
O -1.4506 -0.2098 1.6281
H -5.9793 -0.2584 1.9647
H -4.9835 4.0045 -0.0514
H -2.8381 5.0748 -0.7200
H -0.7187 3.8611 -0.3348
```

**Charge**: +2
**Kohn-Sham gap**: 6.9 eV
**LUMO level**: -6.342 eV
**Energy relative to the best compared isomer or geometry (same formula, charge and spin)**: 0.0 kcal per mole